Entry 1:
Entry from the Open Molecules 2025 dataset: an isolated ion of composition C2H6NS3 and charge +1 at a distorted geometry (the ωB97M-V functional and the def2-TZVPD basis).

XYZ file:
```
12
Properties=species:S:1:pos:R:3:forces:R:3
S -1.064890 1.960804 0.133336 0.2 0.6 -0.9
S 1.779155 1.053472 0.161453 -0.9 1.3 -0.3
S 2.985974 -0.590421 0.106396 -0.5 -0.1 -0.7
N -1.873167 -0.753436 0.099428 -0.1 -0.4 0.0
C -0.424177 -0.667104 0.340076 -1.8 0.8 0.0
C 0.066455 0.754076 0.055568 1.7 -3.3 0.7
H -2.140901 -0.250714 -0.744989 0.0 -0.5 0.1
H 0.080208 -1.569122 0.027622 1.0 0.4 -0.8
H -2.252075 -1.723122 0.051142 0.7 1.2 0.1
H -0.177501 2.823890 -0.421406 -0.3 0.4 0.4
H 3.256709 -0.387876 -1.216265 0.0 -0.3 0.5
H -0.235789 -0.650446 1.407635 -0.2 -0.2 0.8
```
Forces are in eV/Å.

Values from the calculation:
- HOMO energy (Eh) = -0.5081
- LUMO energy (eV) = -5.879
- total charge = +1
- DFT total energy (Ha) = -1328.806933

natural (NBO) atomic charge list, values in e, 8 entries: S 0.411; S 0.341; S 0.000; N -0.846; C -0.316; C -0.219; H 0.372; H 0.258

Entry 2:
Entry from the Open Molecules 2025 dataset: a 2-piece molecular cluster, C2H6O overall at a distorted geometry (the ωB97M-V functional and the def2-TZVPD basis).

XYZ file:
```
9
Properties=species:S:1:pos:R:3:forces:R:3
O 1.493460 2.174792 -0.697554 0.6 0.4 -0.5
C -1.077257 -1.299959 0.744121 0.4 0.4 0.2
C -0.574477 -0.980524 -0.449998 -0.8 -1.2 1.3
H 1.186904 2.077537 0.197185 -0.3 -0.1 0.6
H -1.238809 -1.000561 -1.301834 0.5 0.3 -0.4
H 0.503264 -0.954710 -0.455960 0.1 0.5 -0.8
H 2.212437 2.824093 -0.639568 -0.3 -0.3 -0.1
H -2.102015 -1.510102 1.013194 -0.2 0.1 -0.4
H -0.403507 -1.330566 1.590412 0.1 -0.1 0.1
```
Forces are in eV/Å.

Values from the calculation:
- HOMO energy (Eh) = -0.3711
- LUMO energy (eV) = 0.956
- DFT total energy (Ha) = -154.994864
- SMILES = C=C.O

natural (NBO) atomic charge list, values in e, 8 entries: O -0.935; C -0.382; C -0.396; H 0.468; H 0.202; H 0.207; H 0.468; H 0.190

Entry 3:
Entry from the Open Molecules 2025 dataset: a 2-piece molecular cluster, C2H6O overall (the ωB97M-V functional and the def2-TZVPD basis).

XYZ file:
```
9
Properties=species:S:1:pos:R:3:forces:R:3
O 1.938371 1.929167 -1.437196 0.2 -0.3 0.1
C -0.645054 -1.720705 1.022161 0.3 -0.2 -0.4
C 0.778150 2.157874 -1.260356 -0.3 0.3 -0.3
H 0.030514 -1.007509 1.466081 0.0 0.3 0.4
H -0.224979 -1.941448 0.034606 -0.5 0.0 0.0
H 0.383485 3.182453 -1.430302 -0.1 -0.2 0.2
H -1.662297 -1.340271 0.990136 0.1 0.1 -0.2
H 0.039335 1.375319 -0.980416 0.2 0.1 0.0
H -0.637528 -2.634880 1.595285 0.0 -0.2 0.2
```
Forces are in eV/Å.

Values from the calculation:
- HOMO energy (Eh) = -0.3770
- LUMO energy (eV) = 0.896
- DFT total energy (Ha) = -154.999084
- SMILES = C=O.C

natural (NBO) atomic charge list, values in e, 8 entries: O -0.489; C -0.851; C 0.277; H 0.212; H 0.213; H 0.104; H 0.212; H 0.109

Entry 4:
Entry from the Open Molecules 2025 dataset: a 2-piece molecular cluster, C2H6O overall at a distorted geometry (the ωB97M-V functional and the def2-TZVPD basis).

XYZ file:
```
9
Properties=species:S:1:pos:R:3:forces:R:3
O 0.156638 2.972090 -0.588344 0.1 0.9 0.9
C -0.714245 -1.503223 -0.073578 0.0 1.1 1.5
C 0.531668 -1.746385 0.328417 -0.1 -1.2 -1.2
H 0.723349 3.776336 -0.605010 -0.6 -0.9 0.1
H 1.123342 -2.433591 -0.287129 0.2 0.3 0.4
H -1.229570 -0.841950 0.632380 -0.5 -0.2 -0.6
H 0.974635 -1.392665 1.266431 -0.4 0.0 -0.5
H -1.269573 -1.836448 -0.957760 0.7 0.0 0.4
H -0.296243 3.005835 0.284592 0.5 0.0 -0.9
```
Forces are in eV/Å.

Values from the calculation:
- HOMO energy (Eh) = -0.3698
- LUMO energy (eV) = 0.919
- DFT total energy (Ha) = -154.992895
- SMILES = C=C.O

natural (NBO) atomic charge list, values in e, 8 entries: O -0.938; C -0.390; C -0.386; H 0.469; H 0.185; H 0.182; H 0.200; H 0.208

Entry 5:
Entry from the Open Molecules 2025 dataset: a 2-piece molecular cluster, C2H6O overall at a distorted geometry (the ωB97M-V functional and the def2-TZVPD basis).

XYZ file:
```
9
Properties=species:S:1:pos:R:3:forces:R:3
O 1.835475 0.620173 0.691665 -2.6 0.8 -1.9
C -1.243884 0.078759 0.042675 -2.1 1.1 -2.9
C -0.527470 -0.445354 -0.959075 -0.6 -0.3 2.8
H 0.333888 -0.992863 -0.679134 1.1 -0.3 -0.4
H -0.914155 -0.558802 -1.929981 -0.3 0.2 -1.1
H -1.045156 0.234385 1.074074 0.6 -0.3 0.6
H 1.148635 -0.009341 0.941190 0.8 0.1 0.4
H 2.636714 0.538984 1.125827 2.0 -0.8 1.7
H -2.224045 0.534058 -0.307241 1.1 -0.4 0.8
```
Forces are in eV/Å.

Values from the calculation:
- HOMO energy (Eh) = -0.3745
- LUMO energy (eV) = 1.019
- DFT total energy (Ha) = -154.983517
- SMILES = C=C.O

natural (NBO) atomic charge list, values in e, 8 entries: O -0.948; C -0.391; C -0.372; H 0.181; H 0.200; H 0.194; H 0.476; H 0.473

Entry 6:
Entry from the Open Molecules 2025 dataset: C2H6O in the gas phase at a distorted geometry (the ωB97M-V functional and the def2-TZVPD basis).

XYZ file:
```
9
Properties=species:S:1:pos:R:3:forces:R:3
O 1.581402 -0.314817 -0.212973 -0.9 0.7 -0.3
C 0.392557 0.525381 -0.046655 0.6 -0.3 0.9
C -0.937513 -0.287759 -0.113516 1.6 -0.1 0.1
H -1.069252 -0.938219 0.783160 0.1 0.6 -0.6
H 0.445993 0.987006 0.974740 0.0 -0.1 -0.8
H 1.729390 -0.830774 0.583739 -0.2 0.1 0.1
H 0.500475 1.365071 -0.794226 -0.4 -1.2 0.6
H -0.911511 -0.933009 -0.990789 -0.2 0.1 -0.1
H -1.731542 0.427118 -0.183484 -0.7 0.2 0.0
```
Forces are in eV/Å.

Values from the calculation:
- HOMO energy (Eh) = -0.3785
- LUMO energy (eV) = 1.059
- DFT total energy (Ha) = -155.019199
- SMILES = CCO

natural (NBO) atomic charge list, values in e, 8 entries: O -0.736; C -0.062; C -0.636; H 0.203; H 0.157; H 0.463; H 0.185; H 0.215

Entry 7:
Entry from the Open Molecules 2025 dataset: C2H6O in the gas phase at a distorted geometry (the ωB97M-V functional and the def2-TZVPD basis).

XYZ file:
```
9
Properties=species:S:1:pos:R:3:forces:R:3
O -1.751310 0.159322 0.418124 3.7 -1.5 -0.2
C 0.488216 -0.283169 -0.824456 1.8 0.0 0.9
C -0.113853 0.149795 0.523007 -2.9 -0.9 -0.5
H 1.580246 -0.010904 -0.742704 -0.8 -0.3 0.0
H 0.153338 1.157209 0.702026 -0.2 1.2 0.1
H -1.883782 -0.724040 -0.021882 -0.1 1.3 0.7
H 0.515710 -1.376740 -0.962642 -0.5 0.5 -0.2
H 0.226742 -0.410008 1.451908 -0.7 0.2 -1.4
H 0.185785 0.281089 -1.722158 -0.5 -0.4 0.6
```
Forces are in eV/Å.

Values from the calculation:
- HOMO energy (Eh) = -0.3824
- LUMO energy (eV) = 1.037
- DFT total energy (Ha) = -154.996632
- SMILES = CCO

natural (NBO) atomic charge list, values in e, 8 entries: O -0.750; C -0.658; C -0.071; H 0.218; H 0.181; H 0.453; H 0.211; H 0.186

Entry 8:
Entry from the Open Molecules 2025 dataset: a 2-piece molecular cluster, C2H6O2 overall at a distorted geometry (the ωB97M-V functional and the def2-TZVPD basis).

XYZ file:
```
10
Properties=species:S:1:pos:R:3:forces:R:3
O -0.904606 1.975340 -1.967386 0.5 0.6 -0.1
O -0.870886 -1.873928 1.065769 -1.8 -2.1 -1.3
C 1.011015 -0.618190 0.357636 1.1 3.2 3.9
C -0.191738 -0.927963 1.219034 1.3 0.2 3.4
H 1.913625 -1.201738 0.288712 -0.4 -1.2 0.2
H 0.610293 -0.398791 -0.557976 -0.5 0.8 -2.6
H -0.977832 1.083756 -2.274145 0.0 -0.8 -0.4
H -1.566702 2.039264 -1.291671 -0.5 0.2 0.6
H 1.431578 0.326540 0.887952 -0.6 -1.0 -1.5
H -0.454749 -0.404293 2.272075 1.1 0.2 -2.2
```
Forces are in eV/Å.

Values from the calculation:
- HOMO energy (Eh) = -0.3618
- LUMO energy (eV) = 0.736
- DFT total energy (Ha) = -230.229727
- SMILES = CC=O.O

natural (NBO) atomic charge list, values in e, 8 entries: O -0.930; O -0.514; C -0.724; C 0.435; H 0.253; H 0.231; H 0.465; H 0.466

> What is the formula in the eighth record?

C2H6O2

> Look up the DFT total energy of the third one.

-154.999084 Ha

> Which of these has the highest HOMO energy?

C2H6O2

> Look up the HOMO energy of the fifth one.

-0.3745 Eh